[1]
C20H16N4O6S3 | ωB97M-V/def2-TZVPD

Values from the calculation:
energy relative to the best compared isomer or geometry (same formula, charge and spin)	17.906	eV
E	-2636.05820	Eh

ORCA input file:
```
! wB97M-V def2-TZVPD RIJCOSX def2/J DEFGRID3
* xyz 0 1
C 0.6097 0.2379 -6.2482
C 1.0438 1.1588 -5.1848
C 2.3065 1.5964 -5.3839
C 2.8744 2.6189 -4.4215
C 1.9903 3.1596 -3.3178
C 0.9178 2.5889 -3.2181
C 0.5356 1.7213 -4.1226
H -0.7595 1.2887 -4.1657
H 0.1962 2.8830 -2.4957
S 2.7944 4.0159 -2.0687
O 3.9706 4.6331 -2.7583
O 1.7348 4.6904 -1.5625
O 3.3412 2.9765 -1.0707
C 2.5533 1.9910 -0.5035
C 1.7991 2.6774 0.6169
C 1.1265 1.8773 1.3516
C 0.6884 0.6278 1.0848
C 1.3814 0.0703 -0.1665
C 2.1074 0.6750 -0.9170
H 2.8187 0.3336 -1.7832
H 0.9770 -0.8790 -0.6259
C -0.1329 -0.1963 1.6462
C -0.6929 -1.5315 1.7592
C -1.4991 -1.8308 2.8926
N -2.5477 -1.0396 3.4927
H -2.3469 -0.0806 3.4937
N -1.7842 -3.0077 3.3279
C -2.6367 -3.8768 4.0311
N -2.1434 -4.9221 4.4244
S -0.9251 -5.5253 3.6290
C -0.9068 -4.0791 2.5781
N -0.2256 -3.6948 1.6009
C -0.2785 -2.6289 0.9764
O -0.0609 -2.3876 -0.1414
S -4.1999 -3.0260 4.6416
O -4.9671 -4.3995 4.9854
O -4.8756 -2.3539 3.4243
C -3.6789 -2.0887 6.0687
H -3.4737 -2.6061 6.7603
H -3.1024 -1.2720 5.5155
H -4.7599 -1.6090 6.4509
H -0.4821 0.4679 2.4184
H 0.5792 2.3588 2.1837
H 2.1953 3.7418 1.0314
H 3.9047 3.0626 -4.6747
H 2.9377 1.4079 -6.1147
H -0.1679 0.8301 -6.7871
H 1.3196 -0.0778 -6.7536
H -0.0561 -0.5777 -5.8999
*
```

Löwdin atomic charge list, values in e, 8 entries: -0.007, -0.327, 0.008, 0.090, -0.310, -0.187, -0.076, 0.213

[2]
C3H7NO2 | ωB97M-V/def2-TZVPD

Values from the calculation:
energy relative to the best compared isomer or geometry (same formula, charge and spin)	0.303	eV
E	-323.76982	Eh
SMILES	CCNC(=O)O

ORCA input file:
```
! wB97M-V def2-TZVPD RIJCOSX def2/J DEFGRID3
* xyz 0 1
C 1.9883 0.6580 0.3066
C 1.3823 0.0931 -0.9846
N -0.0034 -0.3928 -0.7465
C -0.8882 -0.1191 0.2287
O -0.8127 0.6474 1.1562
O -2.0056 -0.8986 0.0343
H 3.0372 0.8991 0.1559
H 1.3563 1.4836 0.6091
H 1.9561 -0.1055 1.0831
H 1.2975 0.8713 -1.7399
H 1.9141 -0.7896 -1.3282
H -0.3155 -0.9915 -1.4909
H -2.6837 -0.5033 0.5676
*
```

Löwdin atomic charge list, values in e, 8 entries: -0.086, -0.198, 0.062, -0.614, 0.079, 0.086, 0.071, 0.066

[3]
C53H48AsGeN3O5PW | ωB97M-V/def2-TZVPD

Values from the calculation:
energy relative to the best compared isomer or geometry (same formula, charge and spin)	0.000	eV
E	-7308.81452	Eh

ORCA input file:
```
! wB97M-V def2-TZVPD RIJCOSX def2/J DEFGRID3
* xyz 3 3
W 20.9300 -17.0847 0.0836
O 23.5933 -14.7472 5.2542
C 22.9614 -15.1887 4.1656
C 22.2598 -14.4002 3.2509
C 21.6589 -14.9729 2.1144
N 21.6993 -16.3105 1.9855
C 22.4852 -17.0922 2.7624
C 23.0339 -16.5648 3.9178
C 22.6579 -18.6453 2.5454
O 21.6908 -19.3900 2.6908
O 23.8972 -18.8228 2.2262
C 20.9363 -13.9768 1.1930
O 19.7285 -13.7776 1.4723
O 21.6215 -13.4349 0.2523
H 23.4544 -13.7837 5.3943
H 22.1270 -13.3163 3.3688
H 23.5295 -17.2964 4.5464
C 20.6240 -21.4008 -0.0847
C 20.5785 -20.0185 0.2040
N 20.7072 -18.8115 -0.0849
H 21.5645 -21.9260 0.2289
H 20.5420 -21.7133 -1.1293
H 19.7612 -21.8734 0.4943
Ge 18.5961 -16.0019 1.0755
C 17.0835 -17.1828 0.6245
C 15.7524 -16.7460 0.5113
C 14.7589 -17.6851 0.2773
C 15.1063 -19.0212 0.0621
C 16.3920 -19.4564 0.3800
C 17.3390 -18.5076 0.7319
C 17.8413 -15.5776 2.8893
C 17.8981 -16.4863 3.9394
C 17.3609 -16.1501 5.1680
C 16.7028 -14.9486 5.3470
C 16.5377 -14.1031 4.2686
C 17.1199 -14.3952 3.0420
H 19.6472 -17.2374 1.2990
H 15.5788 -15.6839 0.6464
H 13.7195 -17.3476 0.2388
H 14.3528 -19.6736 -0.3923
H 16.6902 -20.4945 0.3894
H 18.2833 -18.9028 1.0600
H 18.2329 -17.4945 3.7713
H 17.5299 -16.8249 6.0291
H 16.1479 -14.8170 6.2806
H 16.0231 -13.1701 4.3847
H 16.8964 -13.7419 2.2040
C 18.4388 -14.7515 -2.0146
C 17.8771 -14.3952 -3.3788
As 16.7612 -12.6742 -3.4797
C 17.3805 -12.2849 -5.2842
C 17.2553 -13.3688 -6.1936
C 17.5596 -13.1893 -7.5509
C 17.9371 -11.9423 -7.9957
C 18.1253 -10.8834 -7.1447
C 17.8803 -11.0371 -5.7756
C 17.8626 -11.3698 -2.5031
C 17.2784 -10.7224 -1.4269
C 17.8970 -9.5855 -0.8868
C 19.1742 -9.1988 -1.3271
C 19.8197 -9.9987 -2.2891
C 19.1599 -11.0408 -2.9261
P 19.8134 -16.1163 -1.9895
C 19.0572 -17.3585 -3.1060
C 18.3136 -18.4635 -2.6307
C 17.6327 -19.3390 -3.5086
C 17.7929 -19.2430 -4.8525
C 18.6930 -18.2601 -5.3209
C 19.2744 -17.3036 -4.4948
C 21.1881 -15.4751 -3.0070
C 21.9545 -16.2957 -3.8750
C 22.7184 -15.7322 -4.9127
C 22.7955 -14.3236 -5.0920
C 22.0800 -13.5321 -4.2087
C 21.3693 -14.1064 -3.1060
H 17.5985 -15.0539 -1.3744
H 18.8966 -13.8699 -1.5395
H 17.1589 -15.1284 -3.7368
H 18.6816 -14.3071 -4.1477
H 16.9327 -14.3269 -5.8260
H 17.5046 -14.0113 -8.2590
H 18.0054 -11.7734 -9.0731
H 18.4274 -9.9352 -7.5857
H 18.0025 -10.1903 -5.0432
H 16.3666 -11.1441 -0.9947
H 17.4094 -8.9852 -0.1634
H 19.7189 -8.3691 -0.8671
H 20.8416 -9.7794 -2.5857
H 19.6498 -11.5940 -3.7153
H 18.1965 -18.6138 -1.5419
H 16.9441 -20.0490 -3.0355
H 17.1907 -19.7468 -5.6070
H 18.9000 -18.2447 -6.3655
H 19.7040 -16.4062 -4.9396
H 21.8424 -17.4037 -3.7596
H 23.1482 -16.4440 -5.6172
H 23.3956 -13.9240 -5.8909
H 22.0065 -12.4514 -4.3246
H 20.8851 -13.4473 -2.4160
C 27.0586 -16.4038 -0.7903
C 25.5703 -16.5907 -0.6775
C 24.7941 -15.5512 -0.1571
C 23.4402 -15.5716 -0.3445
N 22.7913 -16.7392 -0.6344
C 23.4990 -17.7583 -1.1801
C 24.8792 -17.7909 -1.1053
H 27.3024 -15.3680 -1.0794
H 27.5186 -17.1012 -1.5399
H 27.4726 -16.6155 0.1890
H 25.2533 -14.6257 0.2088
H 22.7984 -14.6566 -0.1812
H 22.9690 -18.5151 -1.8037
H 25.4578 -18.6118 -1.4958
*
```

Löwdin atomic charge list, values in e, 8 entries: 1.316, 0.136, -0.258, 0.093, -0.190, -0.033, -0.138, 0.101

[4]
C8H9N2O2 | ωB97M-V/def2-TZVPD

Values from the calculation:
energy relative to the best compared isomer or geometry (same formula, charge and spin)	3.060	eV
E	-570.14249	Eh
SMILES	C[C@H](N=[N+]([O-])[O-])c1ccccc1

ORCA input file:
```
! wB97M-V def2-TZVPD RIJCOSX def2/J DEFGRID3
* xyz -1 1
C 1.3420 1.4955 1.3333
C 1.3001 0.0510 0.8460
N 2.3213 -0.2321 -0.1561
N 2.3489 -1.4260 -0.5760
O 3.1715 -1.7076 -1.4845
O 1.5891 -2.3022 -0.0825
C -0.0757 -0.1464 0.2233
C -1.3199 -0.2377 0.9084
C -2.5265 -0.2076 0.3041
C -2.6018 -0.1024 -1.1444
C -1.4529 0.0159 -1.8706
C -0.2196 0.0425 -1.1432
H 1.0801 2.3143 0.5722
H 2.3808 1.7579 1.7451
H 0.5235 1.6533 2.1857
H 1.2094 -0.6538 1.6656
H -1.3546 -0.3550 1.9408
H -3.3578 -0.1417 0.9955
H -3.4575 0.0575 -1.6705
H -1.5327 0.0498 -2.9132
H 0.6324 0.0748 -1.6791
*
```

Löwdin atomic charge list, values in e, 8 entries: -0.090, -0.396, 0.035, -0.559, -0.117, -0.085, -0.183, -0.075

[5]
C28H38BN10PtSe | ωB97M-V/def2-TZVPD

Values from the calculation:
energy relative to the best compared isomer or geometry (same formula, charge and spin)	0.000	eV
E	-4182.93632	Eh

ORCA input file:
```
! wB97M-V def2-TZVPD RIJCOSX def2/J DEFGRID3
* xyz 1 1
Pt -0.2710 -0.1552 0.4731
C -0.5545 2.6950 2.8512
C -0.4500 2.8809 1.3757
C -0.4605 4.1065 0.7155
C -0.2899 3.8158 -0.6239
C -0.2149 4.7621 -1.7737
N -0.1901 2.4819 -0.7493
N -0.2943 1.9007 0.4860
B 0.0359 1.7003 -2.0773
N -1.2057 0.8800 -2.4406
N -1.7774 0.0955 -1.4998
C -2.8786 -0.4143 -2.0264
C -3.7383 -1.3560 -1.2511
C -3.0296 0.0460 -3.3473
C -1.9475 0.8725 -3.5720
C -1.5909 1.6549 -4.7914
N 1.2871 0.8111 -1.8591
N 1.3782 0.0373 -0.7529
C 2.5581 -0.5831 -0.7711
C 2.9784 -1.5433 0.2881
C 3.2515 -0.1852 -1.9152
C 2.4177 0.7024 -2.5758
C 2.6469 1.4470 -3.8466
H -0.4168 3.6595 3.3364
H -1.5315 2.3037 3.1365
H 0.2228 2.0257 3.2179
H -0.5600 5.0797 1.1643
H -0.3055 5.7814 -1.4045
H 0.7316 4.6707 -2.3053
H -1.0181 4.5836 -2.4888
H 0.2618 2.4709 -2.9573
H -3.4227 -1.3809 -0.2078
H -4.7853 -1.0558 -1.2877
H -3.6728 -2.3703 -1.6505
H -3.8207 -0.1828 -4.0419
H -2.2903 1.4224 -5.5916
H -1.6336 2.7288 -4.6044
H -0.5851 1.4202 -5.1410
H 2.3719 -1.4003 1.1812
H 2.8458 -2.5757 -0.0424
H 4.0286 -1.4031 0.5402
H 4.2373 -0.4925 -2.2199
H 3.6047 1.1563 -4.2724
H 1.8672 1.2346 -4.5778
H 2.6584 2.5237 -3.6766
C -0.1055 -5.4922 1.7286
C -0.0733 -4.3411 0.7849
C 0.0896 -4.2760 -0.5804
C 0.0111 -2.9179 -0.9332
N -0.1810 -2.1942 0.1717
N -0.2177 -3.0720 1.1992
C 0.0864 -2.3858 -2.3245
H -0.1086 -6.4259 1.1722
H -0.9997 -5.4651 2.3521
H 0.7674 -5.4895 2.3823
H 0.2335 -5.1023 -1.2551
H -0.4963 -2.7238 2.1045
H 0.3673 -3.1997 -2.9904
H 0.8199 -1.5904 -2.4302
H -0.8788 -1.9935 -2.6452
C -2.3924 0.1943 5.5692
N -1.0477 0.0359 5.0413
C -0.7157 -0.2256 3.7701
Se -1.8852 -0.5283 2.3417
N 0.6220 -0.2586 3.6846
C 1.1881 0.0036 4.9272
C 2.5024 0.0973 5.3577
C 2.6949 0.3685 6.7009
C 1.6185 0.5398 7.5786
C 0.3072 0.4495 7.1452
C 0.1179 0.1810 5.7982
H -3.1021 0.1160 4.7507
H -2.4818 1.1737 6.0370
H -2.5966 -0.5829 6.3040
H 1.0763 -0.3499 2.7826
H 3.3354 -0.0343 4.6809
H 3.7027 0.4495 7.0840
H 1.8176 0.7487 8.6204
H -0.5233 0.5836 7.8244
*
```

Löwdin atomic charge list, values in e, 8 entries: 0.940, -0.029, -0.314, 0.029, -0.254, -0.010, 0.047, -0.081

[6]
C15H14FeN4O2STe | ωB97M-V/def2-TZVPD

Values from the calculation:
energy relative to the best compared isomer or geometry (same formula, charge and spin)	0.156	eV
E	-2879.38599	Eh

ORCA input file:
```
! wB97M-V def2-TZVPD RIJCOSX def2/J DEFGRID3
* xyz 0 5
Fe -0.5086 0.7429 1.4872
C 0.8035 5.3372 -0.0739
N 0.9118 4.0958 -0.8207
C 1.7879 3.8581 -1.8596
C 1.6096 2.5905 -2.2485
N 0.6030 2.0426 -1.4524
C 0.1913 2.9897 -0.5450
S -0.9674 2.9644 0.6911
C 0.1384 0.7088 -1.6025
C 0.4798 -0.0156 -2.7383
C 0.0072 -1.3056 -2.8740
C -0.8143 -1.8407 -1.8977
C -1.1076 -1.0482 -0.8077
N -0.6331 0.1974 -0.6538
H 1.5533 6.0267 -0.4523
H 0.9733 5.1446 0.9834
H -0.1886 5.7679 -0.1924
H 2.4734 4.6063 -2.2137
H 2.1379 2.0414 -3.0000
H 1.0885 0.3980 -3.5242
H 0.2757 -1.8799 -3.7509
H -1.2151 -2.8411 -1.9667
H -1.7457 -1.3940 -0.0065
O 1.8902 1.0049 0.7999
N 2.1571 0.8502 1.9938
O 1.1291 0.6507 2.7124
Te -2.4612 -0.3928 2.7222
C -1.5993 -2.3027 2.3173
C -0.2487 -2.5656 2.5433
C 0.2950 -3.7997 2.2031
C -0.4999 -4.7926 1.6494
C -1.8504 -4.5450 1.4401
C -2.3937 -3.3097 1.7675
H 0.3864 -1.8098 2.9890
H 1.3481 -3.9826 2.3790
H -0.0735 -5.7540 1.3924
H -2.4873 -5.3151 1.0211
H -3.4462 -3.1233 1.5886
*
```

Löwdin atomic charge list, values in e, 8 entries: 0.255, -0.034, -0.118, -0.025, -0.025, 0.020, -0.663, 0.701

no.,F_max (eV/A)
1,16.57
2,1.70
3,10.75
4,3.43
5,0.54
6,0.43